# 1
# C6H12N3OS

A gas-phase ion, C6H12N3OS (charge +1) (the ωB97M-V functional and the def2-TZVPD basis, the Open Molecules 2025 dataset).

```
23
Properties=species:S:1:pos:R:3:forces:R:3
C -1.230655 -0.609331 -1.242351 -1.24 -2.14 1.60
C -0.031119 -0.783280 0.809535 0.06 -1.68 0.53
C -2.770635 -0.611929 1.675937 -0.71 -0.70 -2.04
C 0.446469 -1.653612 1.890026 -0.53 1.54 0.38
C 0.415310 0.786501 -2.393114 1.11 0.10 -1.74
C 2.014573 0.391064 0.008540 0.83 -1.77 -4.29
N -0.102117 0.092406 -1.218591 0.49 2.23 -3.11
N 0.656257 -0.029956 -0.114418 -0.45 -1.52 2.93
N 1.539798 -1.175155 2.552456 1.55 1.22 3.83
O -0.204080 -2.649232 2.195299 0.60 0.48 -0.19
S -1.500545 -1.528869 0.220727 0.08 2.55 -2.28
H -1.879124 -0.681460 -2.084923 -0.09 0.18 -0.38
H -1.949764 -0.375598 2.211105 2.12 0.74 2.33
H -3.217325 -1.536359 1.834437 -0.86 -1.38 0.94
H 1.262250 1.545614 -2.189879 -1.82 -1.29 -0.19
H 0.704676 0.118126 -3.269257 0.56 0.02 1.59
H -0.404665 1.221717 -2.936749 -0.59 1.03 0.53
H 2.411695 0.419520 -1.087236 -0.15 -0.43 2.16
H 2.604999 -0.238961 0.632812 0.16 -0.79 0.17
H 2.110301 1.342231 0.331815 0.01 3.31 1.27
H 1.670801 -0.154687 2.948109 -0.91 -2.34 -2.01
H 1.685971 -1.715088 3.431661 0.03 -0.04 -1.13
H -3.463379 0.176871 1.508599 -0.24 0.65 -0.88
```
Forces are in eV/Å.

Spin multiplicity   3
Expectation value of S²   2.028
Charge   +1

=====

# 2
# C6H12N3S

A molecular structure, C6H12N3S (the ωB97M-V functional and the def2-TZVPD basis, the Open Molecules 2025 dataset).

```
22
Properties=species:S:1:pos:R:3:forces:R:3
C 1.119343 -2.353237 1.268580 0.12 0.30 -0.11
C 0.030160 -0.332503 0.441203 3.48 -4.14 -1.02
C -0.130920 0.060935 -1.987326 0.44 -1.05 2.40
C 1.006069 1.747254 -0.271131 0.37 0.30 0.00
C -1.523149 1.336763 -0.358290 0.45 0.80 -1.72
C -0.186838 0.701867 -0.506984 2.05 1.65 -3.58
N 0.012712 -2.054809 1.906094 0.93 -1.44 1.21
N -0.534000 -0.931941 1.408635 1.19 0.13 -1.02
N 1.445906 -1.652186 0.219723 -3.78 4.01 0.19
S -1.825874 -0.369156 2.326521 -1.43 0.88 0.53
H 1.797372 -3.072009 1.689959 -0.16 -0.68 -0.01
H 0.886856 -0.033582 -2.236854 1.49 -0.46 -0.21
H -0.512762 0.603270 -2.802436 -1.15 1.21 -0.44
H -0.561726 -0.942714 -1.953565 -0.12 0.16 -0.19
H 1.995597 1.210720 -0.441298 -1.19 0.97 0.09
H 0.994104 2.823998 -0.727761 -0.35 -2.40 0.05
H 0.926603 1.977765 0.790712 0.38 0.01 0.26
H -1.476250 1.817252 0.582527 -1.28 0.48 1.14
H -2.233465 0.572538 -0.630609 -0.95 0.16 0.73
H -1.559756 2.118534 -1.155769 -0.14 -0.49 0.75
H 2.195479 -1.667913 -0.467672 -0.13 -0.07 0.53
H -1.865459 -1.560846 2.905741 -0.21 -0.31 0.40
```
Forces are in eV/Å.

Charge   +1

=====

# 3
# C6H12N3S

A gas-phase ion, C6H12N3S (charge +1) (the ωB97M-V functional and the def2-TZVPD basis, the Open Molecules 2025 dataset).

```
22
Properties=species:S:1:pos:R:3:forces:R:3
C -0.056898 -2.159835 -0.269118 0.45 -0.17 -0.94
C -1.701294 -0.524623 0.202951 2.25 0.69 0.73
C 0.987577 -0.007015 -0.844734 -0.27 0.04 -0.25
C 0.642102 0.413567 0.562967 -1.53 -0.86 0.22
C -2.914897 0.230574 0.057866 -0.85 0.20 -0.48
C 0.413906 1.846256 0.839538 0.13 0.38 0.00
N -1.228165 -1.609074 -0.091141 -0.75 -0.16 0.02
N 0.848678 -1.481249 -1.009240 -0.17 -0.35 0.43
N 2.294201 0.445883 -1.190389 0.24 -0.07 0.05
S 1.105840 -0.730172 1.762385 0.32 0.05 -0.35
H 0.077272 -3.203058 -0.040985 0.12 -0.10 0.13
H 0.273829 0.465810 -1.537133 0.10 -0.01 0.23
H -3.578032 -0.177036 -0.709231 -0.03 0.02 0.02
H -2.681697 1.269917 -0.178939 0.02 -0.02 0.04
H -3.440254 0.236654 1.015281 0.05 0.00 0.03
H 0.184758 2.037831 1.885738 -0.04 -0.01 -0.04
H -0.386635 2.245553 0.219518 -0.05 0.02 -0.04
H 1.320188 2.399925 0.573072 0.02 0.04 0.06
H 1.670001 -1.971569 -1.332976 -0.01 0.01 0.10
H 2.537027 0.259544 -2.154393 -0.02 0.09 -0.07
H 3.011855 0.078385 -0.576942 0.03 0.04 0.00
H 0.620647 -0.066266 2.815902 -0.01 0.16 0.11
```
Forces are in eV/Å.

Charge   +1

=====

no.,E_tot (eV),F_max (eV Å⁻¹)
1,-23756.859,4.71
2,-21711.274,5.51
3,-21712.618,2.47